Record 1
C30H22IN8O4Ru as an isolated structure, computed with ωB97M-V/def2-TZVPD.

ORCA input file:
```
! wB97M-V def2-TZVPD RIJCOSX def2/J DEFGRID3
* xyz 0 6
Ru 1.73183 0.24016 -0.56807
C 1.16621 1.24098 -5.27072
C 1.69941 0.92266 -4.01582
N 0.99722 0.82096 -2.92751
C -0.33105 0.94815 -3.15216
C -0.88499 1.18798 -4.40115
N -0.11180 1.36162 -5.47830
C -1.11733 0.86325 -1.89862
C -2.49680 0.70715 -1.95969
C -3.21137 0.69333 -0.77704
C -2.56388 0.82251 0.42347
C -1.19234 1.01671 0.41506
N -0.47244 1.01527 -0.71322
C -0.45730 1.27620 1.71780
C -1.03436 1.82405 2.86231
N -0.34218 2.15472 3.94135
C 0.96312 1.86018 3.90997
C 1.55091 1.29267 2.75833
N 0.83420 1.03825 1.66450
C -4.67292 0.43952 -0.68052
C -5.61481 0.95115 -1.55628
C -6.92966 0.59806 -1.43175
N -7.36901 -0.18578 -0.41806
C -6.45990 -0.65969 0.42744
C -5.10250 -0.38927 0.32865
H 1.81227 1.31247 -6.12418
H 2.81091 0.89677 -3.94466
H -1.93706 1.33731 -4.56210
H -3.00433 0.62332 -2.91080
H -3.10147 0.90535 1.36019
H -2.08272 2.11746 2.98229
H 1.56983 2.05766 4.77899
H 2.61715 1.20175 2.65688
H -5.36517 1.61598 -2.36947
H -7.67483 0.98398 -2.07189
H -6.81321 -1.35610 1.18724
H -4.41384 -0.84926 1.03637
O -2.27873 -4.16176 -0.15412
C -1.94634 -3.88906 1.07780
O -2.59543 -4.24542 2.03311
C -0.80027 -2.95878 1.32340
C -0.26695 -2.58795 2.53229
N 0.80419 -1.79349 2.30125
N 1.02062 -1.66607 0.99206
C 0.07120 -2.34794 0.38357
C 0.12752 -2.33554 -1.11028
O -0.56018 -3.14557 -1.72136
O 0.88333 -1.47208 -1.62315
H -1.55059 -3.90195 -0.82318
H -0.53966 -2.88127 3.54644
H 1.43375 -1.35130 2.94897
C 5.49289 -0.04479 2.96181
C 5.37487 1.29266 2.56393
C 4.85772 1.60656 1.34924
C 4.41836 0.60026 0.45196
C 4.65552 -0.72338 0.81709
C 5.16185 -1.03823 2.07345
H 5.89846 -0.27152 3.94480
H 5.75664 2.10008 3.17769
H 4.80696 2.59793 0.94963
H 4.57135 -1.52303 0.08048
H 5.33241 -2.07784 2.29986
I 5.22752 0.66791 -3.81192
C 3.82215 0.81609 -0.84947
H 3.81960 1.80466 -1.33618
H 4.00545 0.04336 -1.59801
*
```

* expectation value of S²: 8.780
* E_tot: -62258.0923 eV
* energy relative to the best compared isomer or geometry (same formula, charge and spin): 0.000 eV
* HOMO energy (spin up / spin down): -7.5 / -7.0 eV
* molar mass: 786.53 u

Mulliken population analysis, charges in e, atoms 1 to 8:
1. Ru 0.262
2. C -0.324
3. C 0.607
4. N 0.536
5. C -0.512
6. C -0.275
7. N -0.633
8. C 0.924

Record 2
C33H36MoN6O3PSSe as an isolated structure, computed with ωB97M-V/def2-TZVPD.

ORCA input file:
```
! wB97M-V def2-TZVPD RIJCOSX def2/J DEFGRID3
* xyz 3 3
Mo 0.87538 0.30852 0.11534
O -0.96851 -3.23982 0.70902
C -0.52072 -2.36861 0.04515
O 0.41652 -1.48806 0.57794
C -0.83596 -2.07533 -1.40488
P -0.77559 -0.27187 -1.69675
C -0.34896 0.00331 -3.41518
C 0.19922 1.22790 -3.80321
C 0.47222 1.47270 -5.13998
C 0.20363 0.49691 -6.09247
C -0.34524 -0.71952 -5.71236
C -0.62640 -0.96882 -4.37725
C -2.48586 0.27276 -1.46862
C -3.16393 -0.08235 -0.29980
C -4.47498 0.31964 -0.11344
C -5.11023 1.09425 -1.07891
C -4.43482 1.45983 -2.23357
C -3.12151 1.05218 -2.43167
H -1.79936 -2.50995 -1.67417
H -0.05414 -2.54527 -2.01096
H 0.37867 2.00528 -3.06820
H 0.88006 2.42670 -5.44501
H 0.41060 0.68991 -7.13585
H -0.56531 -1.47206 -6.45654
H -1.07356 -1.91475 -4.10089
H -2.69261 -0.71194 0.45107
H -5.01297 0.01242 0.77287
H -6.13951 1.39399 -0.93844
H -4.93532 2.04377 -2.99356
H -2.61183 1.31733 -3.34863
N 3.57837 2.60683 -2.21681
C 2.94865 3.72703 -1.71408
C 1.93725 3.27414 -0.92683
N 1.94271 1.89388 -0.94886
C 2.94984 1.52974 -1.73191
C 3.18809 0.09854 -1.85486
N 2.37937 -0.68548 -1.15763
C 2.81365 -1.97909 -1.34933
C 3.88688 -1.95576 -2.18482
N 4.11131 -0.63127 -2.49260
H 4.38010 2.61985 -2.82943
H 3.27092 4.72300 -1.95812
H 1.22507 3.83214 -0.34711
H 2.34048 -2.81919 -0.87216
H 4.49726 -2.74578 -2.58364
H 4.83538 -0.29635 -3.11178
C 0.36153 -5.01481 4.77641
C 1.12508 -3.89914 4.12783
C 0.80145 -2.56116 4.37630
C 1.48812 -1.53224 3.76523
C 2.51836 -1.85044 2.88394
C 2.86815 -3.16965 2.62028
C 2.16886 -4.18517 3.25058
S 3.43378 -0.61897 2.05901
C 4.20284 0.25858 3.39489
O 2.41993 0.45769 1.53847
H -0.33124 -4.64505 5.52897
H 1.04017 -5.72407 5.24888
H -0.21040 -5.56365 4.02705
H 0.00692 -2.33564 5.07511
H 1.23361 -0.49966 3.97109
H 3.68441 -3.40157 1.94786
H 2.43779 -5.21593 3.06002
H 3.45241 0.50887 4.14161
H 4.66578 1.15262 2.98290
H 4.96183 -0.40143 3.81296
C -2.00300 3.73029 -0.11837
N -2.65731 3.02269 0.97808
C -3.96055 3.20991 1.38427
C -4.16930 2.39041 2.43813
N -2.99105 1.71031 2.66601
C -2.78070 0.72230 3.72971
C -2.08600 2.09957 1.76042
Se -0.27535 1.60268 1.85740
H -2.72988 4.39655 -0.57390
H -1.65372 3.01074 -0.85750
H -1.17518 4.31829 0.27400
H -4.61376 3.91329 0.90132
H -5.04170 2.23800 3.04750
H -3.71432 0.61615 4.27393
H -2.00337 1.07203 4.40595
H -2.49852 -0.23368 3.29254
*
```

* expectation value of S²: 2.024
* E_tot: -137194.0710 eV
* HOMO energy (spin up / spin down): -16.1 / -16.1 eV
* molar mass: 802.63 u

Mulliken population analysis, charges in e, atoms 1 to 8:
1. Mo 0.252
2. O -0.529
3. C -0.116
4. O 0.219
5. C -0.937
6. P 2.447
7. C 0.224
8. C -0.099

Record 3
A 2-piece molecular cluster, C5H8O overall, computed with ωB97M-V/def2-TZVPD.

ORCA input file:
```
! wB97M-V def2-TZVPD RIJCOSX def2/J DEFGRID3
* xyz 0 1
C 0.52832 1.73291 1.17438
C 1.07212 0.94945 0.24685
C 1.66918 -0.35379 0.61027
O 2.13920 -1.13559 -0.18734
H 0.50482 1.43141 2.22002
H 0.07678 2.69273 0.93619
H 1.09940 1.22043 -0.80527
H 1.66400 -0.58218 1.69771
C -1.82655 -1.22462 -0.48084
C -1.08841 -0.75034 -1.47837
H -1.42987 -1.95838 0.21658
H -2.85526 -0.90932 -0.33159
H -0.06623 -1.08499 -1.63283
H -1.48748 -0.02771 -2.18576
*
```

* SMILES: C=CC=O.C=C
* E_tot: -7360.1431 eV
* energy relative to the best compared isomer or geometry (same formula, charge and spin): 2.112 eV
* HOMO energy: -10.0 eV
* molar mass: 84.12 u

Mulliken population analysis, charges in e, atoms 1 to 8:
1. C -0.699
2. C 0.166
3. C -0.129
4. O -0.480
5. H 0.219
6. H 0.253
7. H 0.359
8. H 0.309

Record 4
A 2-piece molecular cluster, H4N2O2P overall, computed with ωB97M-V/def2-TZVPD.

ORCA input file:
```
! wB97M-V def2-TZVPD RIJCOSX def2/J DEFGRID3
* xyz -1 1
N -1.13710 1.15303 -1.51480
N -1.62679 0.19975 -0.53496
O 2.21003 -0.74580 2.22284
O 0.75714 0.79938 0.24534
P 0.08644 0.07974 -0.92594
H 1.73652 -0.19184 1.53766
H -1.34079 0.78276 -2.41038
H -2.28494 -0.55098 -0.79252
H 1.59949 -1.52603 2.17276
*
```

* E_tot: -16429.3862 eV
* energy relative to the best compared isomer or geometry (same formula, charge and spin): 4.129 eV
* HOMO energy: -3.9 eV
* molar mass: 95.02 u

Mulliken population analysis, charges in e, atoms 1 to 8:
1. N -0.375
2. N -0.388
3. O -0.696
4. O -0.649
5. P 0.028
6. H 0.416
7. H 0.210
8. H 0.169